{"formula": "C3H6ClN", "method": "ωB97M-V/def2-TZVPD", "smiles": "CC/C=N\\Cl", "homo_ev": -10.1, "gap_ev": 10.955, "charge": 0, "lumo_energy_ev": 0.83, "total_energy_ha": -632.779374, "species": ["C", "C", "C", "N", "Cl", "H", "H", "H", "H", "H", "H"], "xyz": [[-0.96127, 0.79086, 0.02273], [0.02655, -0.45594, 0.14007], [1.48270, -0.19240, -0.11050], [-2.22046, 0.98655, 0.07117], [-3.11635, -0.53322, 0.01414], [-0.18006, -0.77328, 1.24545], [-0.46133, 1.75428, -0.12784], [-0.36062, -1.16304, -0.59742], [1.57056, 0.02809, -1.19490], [2.24633, -0.97041, -0.11097], [1.97395, 0.52851, 0.64806]]}